A single CH5N2P molecule, computed with ωB97M-V with the def2-TZVPD basis set.

```
! RIJCOSX wB97M-V def2-TZVPD def2/J DEFGRID3
* xyz 0 1
C -0.9779 -0.2964 -0.5059
N 1.6434 0.0767 -0.7164
N 0.3585 0.1483 1.7022
P 0.4150 0.5924 0.2040
H -1.8414 0.1537 -0.9976
H -0.2385 -0.7972 -1.1176
H -1.1239 -0.5398 0.5270
H 1.4601 0.1673 -1.6951
H 0.3047 0.4950 2.5993
*
```

Properties
SMILES: [H]/N=P(/C)=N/[H]
Largest force on an atom, eV/A: 3.85
HOMO level (spin up / spin down), eV: -9.3980 / -9.4012
Energy relative to the best compared isomer or geometry (same formula, charge and spin), kcal/mol: 67.65